## one
The following is a DFT calculation (wB97M-V/def2-TZVPD) of 2 unconnected molecules or ions with the total composition C4H11NO.

Geometry (Å):
H 2.44212 -0.12010 -0.05555
C 0.32732 -0.47129 0.25271
H -2.47356 -2.24724 1.03240
C 1.23644 1.65618 -0.47954
H 0.56540 -1.47358 -0.14226
H -1.06253 -0.17363 -1.52779
C -0.78153 0.25536 -0.56257
N -0.25680 1.66598 -0.63628
H -1.71155 0.24708 0.03425
O -2.28691 -3.08507 0.56004
H -1.81923 -2.72707 -0.21255
H 1.73672 0.69381 1.37269
H 1.63432 1.58522 -1.49483
H -0.53467 1.89316 0.32843
H -0.02730 -0.75618 1.25584
H 1.44142 2.63889 -0.04869
C 1.57034 0.41847 0.32370

Spin multiplicity: 2
Net charge: -1
Kohn-Sham gap (alpha / beta) (eV): 3.14 / 9.75



## two
The following is a DFT calculation (wB97M-V/def2-TZVPD) of 2 unconnected molecules or ions with the total composition C4H11NO.

Geometry (Å):
H 1.70085 0.96744 1.80411
H 2.30828 -1.06218 0.80930
H 0.17753 -1.52988 -1.88916
H -2.01425 0.99493 1.63526
H -1.71986 -0.53004 1.07044
O -2.33686 0.11530 1.42947
C -0.29585 0.20038 -0.79492
H -1.53076 -1.39093 -1.68600
H 1.74074 1.98733 0.43378
N 1.71524 -0.88427 0.01728
H -0.84764 1.10373 -0.61165
C 1.09582 1.27232 0.94244
H 0.18012 1.67454 1.38326
C 0.80747 0.15847 -0.01984
C -0.63554 -0.79565 -1.86138
H 1.71102 -1.52944 -0.75521
H -0.57362 -0.40563 -2.88321

Spin multiplicity: 2
Net charge: -1
Kohn-Sham gap (alpha / beta) (eV): 2.87 / 8.13



Most stable: one. Least stable: two.



## one
The following is a DFT calculation (wB97M-V/def2-TZVPD) of C6H7ClO in the gas phase.

Geometry (Å):
H 2.74018 -0.22323 -0.87524
C 0.98291 -1.14664 -0.04334
Cl 1.10184 2.20088 0.01666
H -2.97770 0.13860 0.89491
C -0.22486 1.13795 -0.04425
O -1.34474 -0.87966 0.07864
H 0.65306 -2.16753 -0.08056
C -2.32454 0.17025 -0.00936
H -2.07135 2.39088 0.05360
H 2.73680 -0.23427 0.87822
H -2.98478 -0.00250 -0.88796
C -1.54922 1.45157 -0.04568
H 2.96086 -1.73770 0.10120
C 2.40667 -0.80402 0.00130
C -0.10511 -0.29456 -0.03815

Net charge: 0
Kohn-Sham gap (eV): 8.55
SMILES: C/C=C1/OCC=C1Cl



## two
The following is a DFT calculation (wB97M-V/def2-TZVPD) of C6H7ClO in the gas phase.

Geometry (Å):
H 0.59013 0.94807 1.34774
C 1.27920 -1.46645 -0.40343
H 1.79073 -2.38154 -0.78860
C -0.55933 -0.21283 0.03079
H -2.05675 1.03912 -0.73212
C -0.28093 -1.43702 -0.12616
H -1.23575 -2.10507 0.08235
O 0.69206 2.10763 -0.44648
C 1.70337 -0.25470 -0.09470
Cl 3.46475 0.15341 0.21382
C 0.64066 0.75794 0.21825
C -1.98580 0.39124 0.26932
H 0.69320 1.96267 -1.34616
H -1.95088 0.95393 1.28522
H -2.78467 -0.45640 0.49016

Net charge: 0
Kohn-Sham gap (eV): 9.40
SMILES: CC1=CC=C(Cl)[C@H]1O



## three
The following is a DFT calculation (wB97M-V/def2-TZVPD) of C6H7ClO in the gas phase.

Geometry (Å):
C -0.31851 2.05032 -0.45737
H -0.67042 -0.10731 2.18298
O -1.48915 1.44255 0.12703
C -0.88250 0.12818 0.04870
Cl 0.29972 -1.89094 1.21111
C 1.27959 0.40018 -1.46124
C 0.48217 0.75503 -0.28410
C 1.73755 0.07508 -2.51927
H 1.18498 0.76602 0.52619
H -1.31852 -0.48834 -0.78705
H -0.42707 2.40152 -1.51456
C -1.01308 -0.66049 1.30937
H -1.98586 -1.14426 1.50692
H 2.19538 -0.16210 -3.47749
H 0.12815 2.85017 0.14140

Net charge: 0
Kohn-Sham gap (eV): 11.07
SMILES: C#C[C@H]1CO[C@@H]1CCl



Most stable: one. Least stable: two.



## one
The following is a DFT calculation (wB97M-V/def2-TZVPD) of 2 unconnected molecules or ions with the total composition C6H7ClO.

Geometry (Å):
H -1.56445 2.11821 -0.60593
H 3.08748 0.27848 1.12577
C -1.69304 1.90426 0.51606
C 1.38821 -0.68975 0.48596
H -1.64767 -1.26241 -0.27274
O -1.03327 2.29640 1.39247
H -1.87911 -0.70927 -2.45213
H 3.27462 -1.31434 0.95513
C -0.80542 -0.96623 -0.84317
H -0.12217 -0.06990 -2.69753
Cl -3.19294 1.08346 0.77748
H 2.27364 -0.74134 2.46877
C -0.96986 -0.57371 -2.08717
C 0.33770 -0.75968 -0.08614
C 2.54628 -0.59418 1.32319

Net charge: 0
Kohn-Sham gap (eV): 9.67
SMILES: C=CC#CC.O=CCl



## two
The following is a DFT calculation (wB97M-V/def2-TZVPD) of C6H7ClO in the gas phase.

Geometry (Å):
O -2.00233 -1.50009 1.80747
H -1.85270 0.94415 -0.47508
Cl -1.83041 -1.02942 -1.90116
C -1.05140 -1.33155 1.09724
H -0.03010 2.33573 -0.64184
H 1.74669 1.62587 -0.26476
H 0.98974 -2.26465 1.55933
C 0.60546 1.65304 -0.11288
C 0.36254 -1.57852 0.92387
H 0.58439 0.28290 -1.83690
C 0.25494 0.32697 -0.79879
C -1.21505 0.09594 -0.67894
H 0.43820 1.50776 0.94955
H 2.07066 -0.41426 0.24137
C 0.92936 -0.65386 0.13150

Net charge: 0
Kohn-Sham gap (eV): 7.85



Most stable: one. Least stable: two.



## one
The following is a DFT calculation (wB97M-V/def2-TZVPD) of 2 unconnected molecules or ions with the total composition C2H4O3.

Geometry (Å):
C 0.59211 -0.68781 0.26822
O -1.85639 -0.33125 -0.26924
C -0.69723 -0.05078 0.27595
H 0.56616 1.76462 -1.40473
O 0.04946 2.09802 -0.68165
H 1.15221 -0.75203 1.20474
H 1.19737 -0.26012 -0.59705
O -1.70119 0.04416 1.16270
H 0.69750 -1.82480 0.04107

Net charge: 0
Kohn-Sham gap (alpha / beta) (eV): 8.17 / 8.18



## two
The following is a DFT calculation (wB97M-V/def2-TZVPD) of C2H4O3 in the gas phase.

Geometry (Å):
O 0.32026 1.42140 -0.10107
C -1.23117 -0.28970 -0.08918
O 1.07668 -0.74723 -0.04468
H 2.27185 0.54351 0.80825
C 0.09953 0.20954 -0.13559
H -1.97190 0.52192 -0.32225
H -1.47483 -1.01137 -0.85653
O 2.33712 0.00714 -0.22423
H -1.42756 -0.65520 0.96528

Net charge: 0
Kohn-Sham gap (eV): 11.25
SMILES: CC(=O)OO



## three
The following is a DFT calculation (wB97M-V/def2-TZVPD) of C2H4O3 in the gas phase.

Geometry (Å):
C -0.27377 0.99575 0.64898
O 1.48447 -1.02382 -0.94281
H -1.18642 1.41077 0.31266
H 0.01270 1.38219 1.57175
C -0.10600 -0.95263 -0.40979
H 0.32785 1.18820 -0.26246
O 0.70931 -2.09708 -0.40116
O -0.37126 -0.40180 0.75154
H -0.59688 -0.50158 -1.26871

Net charge: 0
Kohn-Sham gap (eV): 10.51
SMILES: COC1OO1



## four
The following is a DFT calculation (wB97M-V/def2-TZVPD) of 2 unconnected molecules or ions with the total composition C2H4O3.

Geometry (Å):
H 2.31323 -1.05738 1.34713
O -1.72313 -0.93050 0.42697
H -0.14566 0.45563 -0.43021
O -0.98711 0.85893 -0.70573
H -2.89589 0.64746 -0.03445
C 2.46489 -0.55846 0.37662
H 3.10991 -1.07902 -0.35354
C -1.92598 0.14129 -0.07412
O 1.97167 0.49968 0.09226

Net charge: 0
Kohn-Sham gap (eV): 11.16
SMILES: O=CO.C=O



Most stable: four. Least stable: one.



## one
The following is a DFT calculation (wB97M-V/def2-TZVPD) of a gas-phase ion, CH4ClN2S (charge +1).

Geometry (Å):
H -2.04486 -0.93961 -0.03148
N -1.02489 -1.11098 0.02033
H -0.67989 -2.10429 -0.10800
S 1.70940 -1.03033 -0.01033
C -0.19346 -0.11507 -0.01595
N -0.28850 1.17754 -0.02608
H 0.62360 1.81973 -0.09772
Cl 2.96839 0.54972 0.01707
H -1.06979 1.75330 0.25216

Net charge: +1
Kohn-Sham gap (eV): 9.34



## two
The following is a DFT calculation (wB97M-V/def2-TZVPD) of 2 unconnected molecules or ions with the total composition CH4ClN2S.

Geometry (Å):
C 1.21811 0.19052 -0.13406
H -2.33850 -1.70403 0.17872
N 0.15528 -0.07020 -0.53346
S -2.83386 -0.63813 -0.63146
Cl -3.75917 0.39751 0.77085
H 3.07687 1.08541 -0.23334
N 2.41172 0.57562 0.24158
H -0.83356 0.04684 -0.78724
H 2.90311 0.11646 1.12840

Net charge: +1
Kohn-Sham gap (eV): 9.00



Most stable: one. Least stable: two.



## one
The following is a DFT calculation (wB97M-V/def2-TZVPD) of CH2O2S2 in the gas phase.

Geometry (Å):
C -0.19129 -0.45462 0.26276
O 0.49518 0.63192 -0.08841
S 0.36514 -1.83635 0.88203
H 2.22278 1.34177 -0.30605
O 1.89405 0.54484 0.13696
S -1.88514 -0.10392 -0.09572
H -2.30947 -1.31677 0.25622

Net charge: 0
Kohn-Sham gap (eV): 9.40
SMILES: OOC(=S)S



## two
The following is a DFT calculation (wB97M-V/def2-TZVPD) of 2 unconnected molecules or ions with the total composition CH2O2S2.

Geometry (Å):
O -1.84970 -2.43804 -0.51442
S -4.91624 0.37963 0.11869
C -0.53317 -0.27966 0.59187
S -0.59356 -1.80639 -0.11391
H 0.20761 0.06845 1.26221
H -1.45903 0.36055 0.62684
O -3.84962 1.16941 -0.62123

Net charge: 0
Kohn-Sham gap (alpha / beta) (eV): 7.84 / 7.77



Most stable: one. Least stable: two.



## one
The following is a DFT calculation (wB97M-V/def2-TZVPD) of 2 unconnected molecules or ions with the total composition C5H11NO.

Geometry (Å):
C -0.29371 1.11166 -2.27381
H -1.20682 -4.83248 5.15932
C 0.11047 1.43636 -0.88080
H -0.06562 -0.58219 -0.21559
H 0.92081 2.52549 -3.17862
C 0.19943 0.37315 0.01197
O -0.34873 -4.31533 5.24386
H 0.39015 1.51024 1.68681
H -1.61283 -0.43023 -1.96365
C 0.97051 0.63172 1.38954
H -1.35415 0.09610 -3.64371
H 0.36290 2.43931 -0.44768
H -0.26447 -4.09856 6.14831
H 1.01224 -0.18777 2.07446
H 0.12524 1.51736 -4.35784
H 2.02272 0.85161 1.20846
N -1.24522 0.20164 -2.68322
C 0.27709 1.75195 -3.27779

Spin multiplicity: 2
Net charge: -1
Kohn-Sham gap (alpha / beta) (eV): 1.74 / 5.33



## two
The following is a DFT calculation (wB97M-V/def2-TZVPD) of a gas-phase ion, C5H11NO (charge -1).

Geometry (Å):
H -1.86483 1.34847 2.24858
H 1.55533 -0.47190 -0.42849
N -0.39426 0.61090 0.92018
H 0.90696 -2.40135 -1.83664
H 1.74112 0.68379 1.30208
H -0.30628 -1.43630 -2.66078
C -0.55675 -0.11491 -0.21319
O -1.59997 -0.79566 -0.43822
C -1.57966 1.50588 1.27214
H 1.43515 -1.27921 -2.99345
C 0.66158 -1.34702 -2.22279
H -1.40931 2.53093 0.95152
H 0.95460 -0.92381 1.53375
H 0.63988 0.41970 2.81537
H 0.82833 0.71210 -1.60071
C 0.77144 0.18884 1.74012
C 0.67323 -0.28497 -1.05875
H -2.45656 1.05451 0.66927

Spin multiplicity: 2
Net charge: -1
Kohn-Sham gap (alpha / beta) (eV): 2.86 / 7.21



Most stable: two. Least stable: one.



## one
The following is a DFT calculation (wB97M-V/def2-TZVPD) of 2 unconnected molecules or ions with the total composition C5H11NO.

Geometry (Å):
H -0.63328 2.93593 -1.70943
H -0.56378 1.96110 2.48024
H 1.41404 -4.10313 2.53603
C -0.61509 1.16093 1.84822
H 0.63299 2.05662 -2.56925
H 1.00904 -1.62217 -1.83960
H -0.44193 -0.95092 -0.28220
H 0.16708 0.31830 2.01833
H 0.83544 -0.44992 -2.81901
H -1.72768 2.47284 0.53408
O 0.57273 -3.75354 2.28790
C 1.00082 -0.61028 -1.75792
C -0.11662 2.05499 -1.74285
C -1.03596 1.55950 0.58110
H 0.89936 -2.86649 2.21766
H 2.07763 -0.29754 -1.45120
C -0.46169 1.14740 -0.71435
N -0.12563 -0.18594 -0.95771

Spin multiplicity: 2
Net charge: -1
Kohn-Sham gap (alpha / beta) (eV): 2.75 / 5.40



## two
The following is a DFT calculation (wB97M-V/def2-TZVPD) of 2 unconnected molecules or ions with the total composition C5H11NO.

Geometry (Å):
H -2.41411 -1.26081 1.75537
H -0.33288 0.79582 -2.95955
H -1.75012 0.20724 0.91514
H -1.01603 -1.19850 3.88911
H -0.80740 0.11344 -1.42278
N -0.20959 2.33882 -1.55901
C -0.15620 0.89597 -1.86963
C 1.26648 0.41631 -1.72664
H 0.78740 -1.72280 3.68565
H 0.71176 -0.97529 1.34045
H -1.55143 -1.42445 0.27130
H 2.03949 1.06436 -2.16877
C -0.22538 -1.11443 1.91800
H -0.27195 2.42075 -0.51834
H -1.10519 2.71739 -1.92760
O 1.52961 -0.61964 -1.08547
C -0.16453 -1.38713 3.24078
C -1.56359 -0.83601 1.22696

Spin multiplicity: 2
Net charge: -1
Kohn-Sham gap (alpha / beta) (eV): 2.96 / 7.63



Most stable: two. Least stable: one.